<a>
# C5H6O

An isolated molecule of C5H6O (wB97M-V/def2-TZVPD, the OMol25 dataset).

The HOMO-LUMO gap comes out at 9.60 eV. For the HOMO energy, the calculation gives -9.1 eV. Its LUMO energy is 0.019 hartree.

The geometry in ORCA input format:
```
! wB97M-V def2-TZVPD RIJCOSX def2/J DEFGRID3
* xyz 0 1
C -1.747 -0.079 -0.675
C -1.123 0.331 0.656
C 0.349 0.282 0.894
O 0.943 -0.158 -0.234
C 2.265 -0.244 -0.124
C 3.456 -0.322 -0.020
H -2.835 0.036 -0.626
H -1.528 -1.124 -0.915
H -1.378 0.538 -1.499
H -1.531 -0.252 1.496
H -1.382 1.367 0.927
H 4.511 -0.376 0.120
*
```

In the Löwdin picture, each atom carries the following charge in e: atom 1 (C): -0.11, atom 2 (C): -0.27, atom 3 (C): 0.03, atom 4 (O): -0.04, atom 5 (C): -0.22, atom 6 (C): 0.13, atom 7 (H): 0.07, atom 8 (H): 0.07, atom 9 (H): 0.07, atom 10 (H): 0.11, atom 11 (H): 0.11, atom 12 (H): 0.03


<b>
# C5H6O

An isolated molecule of C5H6O (wB97M-V/def2-TZVPD, the OMol25 dataset).

The HOMO-LUMO gap comes out at 10.52 eV. As for the SMILES: CC#CCC=O. For the HOMO energy, the calculation gives -9.6 eV. Its LUMO energy is 0.034 hartree.

The geometry in ORCA input format:
```
! wB97M-V def2-TZVPD RIJCOSX def2/J DEFGRID3
* xyz 0 1
C -1.594 1.428 1.019
C -1.074 0.513 0.007
C -0.478 -0.361 -0.569
C 0.575 -1.352 -0.790
C 1.896 -0.597 -0.681
O 2.835 -0.974 -0.026
H -2.369 0.934 1.610
H -1.979 2.375 0.639
H -0.755 1.637 1.690
H 0.508 -1.913 -1.728
H 0.526 -2.068 0.036
H 1.908 0.378 -1.210
*
```

In the Löwdin picture, each atom carries the following charge in e: atom 1 (C): -0.10, atom 2 (C): -0.08, atom 3 (C): -0.06, atom 4 (C): -0.16, atom 5 (C): -0.26, atom 6 (O): 0.06, atom 7 (H): 0.08, atom 8 (H): 0.07, atom 9 (H): 0.08, atom 10 (H): 0.12, atom 11 (H): 0.12, atom 12 (H): 0.13


<c>
# C5H6O

A structure of composition C5H6O (wB97M-V/def2-TZVPD, the OMol25 dataset).

The HOMO-LUMO gap comes out at 10.19 eV. For the HOMO energy, the calculation gives -9.2 eV. Its LUMO energy is 0.035 hartree.

The geometry in ORCA input format:
```
! wB97M-V def2-TZVPD RIJCOSX def2/J DEFGRID3
* xyz 0 1
C -1.758 0.584 -0.344
C -0.746 1.077 0.449
C -0.804 -0.655 -0.635
C 0.228 -0.051 0.190
C 1.684 -0.190 0.163
O -0.483 -1.179 0.595
H -2.872 0.714 -0.550
H -0.853 1.825 1.207
H -0.441 -1.415 -1.903
H 2.007 0.220 1.179
H 2.272 0.367 -0.573
H 1.766 -1.295 0.222
*
```

In the Löwdin picture, each atom carries the following charge in e: atom 1 (C): 0.04, atom 2 (C): 0.01, atom 3 (C): -0.25, atom 4 (C): -0.53, atom 5 (C): -0.01, atom 6 (O): 0.00, atom 7 (H): 0.11, atom 8 (H): 0.09, atom 9 (H): 0.24, atom 10 (H): 0.11, atom 11 (H): 0.09, atom 12 (H): 0.10


Energies relative to the most stable structure, in hartree: <a> 0.1132; <b> 0.0000; <c> 0.1251.


<a>
# C5H6O

An isolated molecule of C5H6O (wB97M-V/def2-TZVPD, the OMol25 dataset).

The HOMO-LUMO gap comes out at 10.58 eV. As for the SMILES: C#CCC(C)=O. For the HOMO energy, the calculation gives -9.7 eV. Its LUMO energy is 0.033 hartree.

The geometry in ORCA input format:
```
! wB97M-V def2-TZVPD RIJCOSX def2/J DEFGRID3
* xyz 0 1
C 2.278 -0.372 1.135
C 1.657 -0.208 0.117
C 0.557 -0.524 -0.787
C -0.734 -0.286 0.052
C -1.582 0.960 -0.194
O -0.984 -0.998 0.995
H 2.768 -0.752 1.997
H 0.519 -0.104 -1.794
H 0.915 -1.566 -0.890
H -2.624 0.741 0.062
H -1.525 1.377 -1.203
H -1.244 1.732 0.510
*
```

In the Löwdin picture, each atom carries the following charge in e: atom 1 (C): 0.11, atom 2 (C): -0.16, atom 3 (C): -0.13, atom 4 (C): -0.42, atom 5 (C): -0.01, atom 6 (O): 0.08, atom 7 (H): 0.03, atom 8 (H): 0.11, atom 9 (H): 0.13, atom 10 (H): 0.09, atom 11 (H): 0.07, atom 12 (H): 0.09


<b>
# C5H6O

An isolated molecule of C5H6O (wB97M-V/def2-TZVPD, the OMol25 dataset).

The HOMO-LUMO gap comes out at 9.58 eV. As for the SMILES: Cc1ccco1. For the HOMO energy, the calculation gives -8.4 eV. Its LUMO energy is 0.042 hartree.

The geometry in ORCA input format:
```
! wB97M-V def2-TZVPD RIJCOSX def2/J DEFGRID3
* xyz 0 1
C -0.807 -1.115 1.315
C -0.207 -0.278 0.262
C 1.030 -0.270 -0.337
C 1.023 0.858 -1.228
C -0.172 1.454 -1.082
O -0.956 0.734 -0.174
H -0.926 -0.481 2.226
H -0.123 -1.913 1.533
H -1.830 -1.442 1.032
H 1.850 -0.935 -0.098
H 1.853 1.169 -1.869
H -0.735 2.218 -1.582
*
```

In the Löwdin picture, each atom carries the following charge in e: atom 1 (C): -0.02, atom 2 (C): -0.38, atom 3 (C): -0.03, atom 4 (C): -0.08, atom 5 (C): -0.10, atom 6 (O): 0.02, atom 7 (H): 0.10, atom 8 (H): 0.07, atom 9 (H): 0.10, atom 10 (H): 0.11, atom 11 (H): 0.11, atom 12 (H): 0.11


<c>
# C5H6O

An isolated molecule of C5H6O (wB97M-V/def2-TZVPD, the OMol25 dataset).

The HOMO-LUMO gap comes out at 10.32 eV. As for the SMILES: CC#CCC=O. For the HOMO energy, the calculation gives -9.5 eV. Its LUMO energy is 0.029 hartree.

The geometry in ORCA input format:
```
! wB97M-V def2-TZVPD RIJCOSX def2/J DEFGRID3
* xyz 0 1
C -2.374 0.497 -0.014
C -1.029 -0.018 0.151
C -0.031 -0.601 0.494
C 1.295 -0.823 -0.209
C 2.248 0.287 0.170
O 2.138 1.428 -0.181
H -2.731 0.890 0.938
H -2.381 1.311 -0.738
H -3.051 -0.291 -0.345
H 1.652 -1.790 0.150
H 1.225 -0.870 -1.300
H 3.037 -0.019 0.885
*
```

In the Löwdin picture, each atom carries the following charge in e: atom 1 (C): -0.09, atom 2 (C): -0.09, atom 3 (C): -0.01, atom 4 (C): -0.17, atom 5 (C): -0.28, atom 6 (O): 0.07, atom 7 (H): 0.08, atom 8 (H): 0.08, atom 9 (H): 0.08, atom 10 (H): 0.09, atom 11 (H): 0.12, atom 12 (H): 0.12


<d>
# C5H6O

An isolated molecule of C5H6O (wB97M-V/def2-TZVPD, the OMol25 dataset).

The HOMO-LUMO gap comes out at 10.88 eV. As for the SMILES: C#C[C@@H]1O[C@@H]1C. For the HOMO energy, the calculation gives -9.8 eV. Its LUMO energy is 0.038 hartree.

The geometry in ORCA input format:
```
! wB97M-V def2-TZVPD RIJCOSX def2/J DEFGRID3
* xyz 0 1
C 2.706 0.367 0.046
C 1.655 -0.202 -0.107
C 0.462 -1.003 0.095
O -0.512 -1.284 -0.896
C -0.910 -0.467 0.199
C -1.432 0.893 -0.207
H 3.632 0.879 0.198
H 0.691 -1.892 0.686
H -1.504 -0.964 0.969
H -1.084 1.140 -1.212
H -1.178 1.709 0.475
H -2.526 0.824 -0.245
*
```

In the Löwdin picture, each atom carries the following charge in e: atom 1 (C): 0.12, atom 2 (C): -0.06, atom 3 (C): -0.29, atom 4 (O): -0.01, atom 5 (C): -0.30, atom 6 (C): -0.03, atom 7 (H): 0.03, atom 8 (H): 0.15, atom 9 (H): 0.14, atom 10 (H): 0.09, atom 11 (H): 0.08, atom 12 (H): 0.08


Energies relative to the most stable structure, in hartree: <a> 0.0766; <b> 0.0000; <c> 0.0821; <d> 0.0959.


<a>
# C3H8NO3

A cluster of 2 separate species, C3H8NO3 in total (wB97M-V/def2-TZVPD, the OMol25 dataset).

The HOMO-LUMO gap (alpha / beta) comes out at 6.36 / 6.44 eV. For the HOMO energy (alpha / beta), the calculation gives -2.4 / -2.5 eV. Its LUMO energy (alpha / beta) is 0.146 / 0.146 hartree.

The geometry in ORCA input format:
```
! wB97M-V def2-TZVPD RIJCOSX def2/J DEFGRID3
* xyz -1 1
C -1.239 0.535 0.341
C -0.541 -0.328 -0.784
C 0.970 0.110 -0.821
N 1.799 -0.975 -0.337
O 1.104 -1.926 0.207
O 1.867 -1.013 2.468
O 2.819 -0.373 1.659
H -0.903 1.613 0.360
H -2.337 0.501 0.327
H -0.726 0.256 1.213
H -0.999 -0.317 -1.773
H -0.609 -1.331 -0.458
H 1.342 0.341 -1.849
H 1.234 0.991 -0.317
H 1.300 -1.269 1.774
*
```

In the Löwdin picture, each atom carries the following charge in e: atom 1 (C): -0.11, atom 2 (C): -0.22, atom 3 (C): -0.23, atom 4 (N): -0.07, atom 5 (O): -0.20, atom 6 (O): -0.25, atom 7 (O): -0.36, atom 8 (H): 0.07, atom 9 (H): 0.06, atom 10 (H): 0.04, atom 11 (H): 0.08, atom 12 (H): 0.06, atom 13 (H): 0.11, atom 14 (H): 0.08, atom 15 (H): -0.06


<b>
# C3H8NO3

A cluster of 2 separate species, C3H8NO3 in total (wB97M-V/def2-TZVPD, the OMol25 dataset).

The HOMO-LUMO gap comes out at 7.68 eV. For the HOMO energy, the calculation gives -3.8 eV. Its LUMO energy is 0.144 hartree.

The geometry in ORCA input format:
```
! wB97M-V def2-TZVPD RIJCOSX def2/J DEFGRID3
* xyz -1 1
O 1.882 1.030 1.667
C 1.576 1.310 0.485
O 2.358 1.729 -0.391
C 0.147 0.648 -0.117
C -0.635 0.215 1.086
N 0.703 -0.368 -1.020
H -0.306 1.478 -0.647
H -1.100 -0.782 1.016
H -0.063 0.147 2.011
H -1.389 1.017 1.185
H 1.236 0.118 -1.726
H 1.318 -1.003 -0.531
H -2.257 -2.193 -0.450
H -1.376 -1.353 -1.192
O -2.094 -1.994 -1.375
*
```

In the Löwdin picture, each atom carries the following charge in e: atom 1 (O): -0.10, atom 2 (C): -0.68, atom 3 (O): -0.10, atom 4 (C): -0.36, atom 5 (C): -0.10, atom 6 (N): 0.02, atom 7 (H): 0.11, atom 8 (H): 0.05, atom 9 (H): 0.06, atom 10 (H): 0.08, atom 11 (H): 0.06, atom 12 (H): 0.08, atom 13 (H): 0.01, atom 14 (H): -0.01, atom 15 (O): -0.10


Energies relative to the most stable structure, in hartree: <a> 0.2741; <b> 0.0000.